19
Properties=species:S:1:pos:R:3:nbo_charge:R:1 method="wB97M-V/def2-TZVPD" total_energy_ha=-381.3589 e_above_lowest_kcal_mol=191.4 lumo_ev=-8.720 orbital_gap_ev=4.00 total_charge=+1 largest_force_ev_per_a=5.042
O -3.044 -1.709 -0.309 -0.501
C -2.983 -1.035 0.685 0.419
C -2.122 0.225 0.775 -0.489
C -1.145 0.203 -0.448 -0.510
C 0.060 1.006 -0.538 0.144
C 1.055 0.820 0.363 0.227
N 4.055 -1.731 0.784 -1.078
N 0.061 1.803 -1.735 -0.601
H -3.677 -1.364 1.543 0.164
H -2.838 0.955 0.998 0.259
H -1.354 0.299 1.726 0.249
H -0.856 -0.843 -0.522 0.298
H -1.841 0.264 -1.354 0.270
H 2.088 1.143 0.153 0.222
H 4.865 -1.500 1.357 0.374
H 4.437 -2.200 -0.001 0.375
H 3.459 -0.952 0.645 0.335
H -0.816 1.984 -2.142 0.412
H 0.595 2.632 -1.981 0.431

=====

11
Properties=species:S:1:pos:R:3:nbo_charge:R:1 method="wB97M-V/def2-TZVPD" total_energy_ha=-1660.2796 smiles="N#CC(Cl)(Cl)/C(N)=N/Cl" e_above_lowest_kcal_mol=0.0 lumo_ev=0.327 orbital_gap_ev=10.64 total_charge=0 largest_force_ev_per_a=3.026
N -0.440 -2.356 1.364 -0.258
C -0.911 -1.508 0.744 0.209
C -1.204 -0.383 -0.122 -0.195
Cl -1.551 -0.917 -1.779 0.060
Cl -2.588 0.454 0.597 0.091
C 0.318 0.571 -0.211 0.476
N 1.525 -0.089 -0.390 -0.822
N 0.023 1.767 -0.019 -0.494
Cl 1.244 2.951 -0.089 0.106
H 1.416 -1.055 -0.092 0.417
H 2.169 0.565 -0.001 0.411